The molecule C21H27ClN6O at a distorted geometry, computed with the ωB97M-V functional and the def2-TZVPD basis.

Each line ends with the natural charge from an NBO analysis.
Cartesian coordinates (Å):
1 H 5.90969 -0.62468 3.10915  0.214
2 H -4.16898 -2.12685 -1.50505  0.207
3 H 0.82165 -0.39633 -2.03738  0.218
4 H -2.21170 1.95770 1.99026  0.232
5 H -0.15532 -2.73454 -0.10076  0.230
6 N -1.88877 2.40481 -0.02192  -0.195
7 Cl 7.61061 0.46902 -1.27465  -0.004
8 C 6.69779 -0.16480 1.18202  -0.292
9 C -2.15464 -2.18840 -0.70221  -0.214
10 N -0.54140 2.07216 -1.66798  -0.329
11 N 2.80544 1.12030 0.25089  -0.453
12 H 4.91167 1.16099 -1.35948  0.225
13 H -2.51577 -2.08916 0.32780  0.188
14 C -3.87731 1.32457 0.83215  0.241
15 H -5.17188 -1.46865 1.56676  0.211
16 H -2.69995 -0.24946 -1.44420  0.215
17 N -1.77560 3.54140 -0.72054  -0.071
18 C 5.09607 0.74535 -0.38265  -0.323
19 H -0.59296 -3.27253 -1.72295  0.199
20 H -6.45025 -0.19331 -0.47346  0.236
21 C -5.59455 0.13192 0.08086  -0.309
22 H 1.62445 1.78735 -1.32313  0.228
23 N -0.97821 3.32515 -1.67607  -0.058
24 H -5.07750 2.11581 -0.80612  0.239
25 H 2.99884 0.79234 -1.81283  0.210
26 C -0.95963 -3.13595 -0.70826  -0.612
27 H -1.24836 -4.10788 -0.31444  0.204
28 C 5.68819 -0.23949 2.12473  -0.170
29 O -3.93126 0.18377 1.55501  -0.403
30 N 0.36728 -0.44085 -0.00592  -0.453
31 H 1.99012 -1.23039 -0.99054  0.196
32 C 1.75849 1.18375 1.24545  -0.233
33 H 7.70299 -0.47965 1.40761  0.226
34 C -2.77173 2.29087 1.11056  -0.267
35 H -1.47845 -0.04530 0.76103  0.219
36 C 4.06384 0.65336 0.56310  0.286
37 H -3.16269 3.29688 1.28649  0.258
38 H 1.08700 2.00159 0.95616  0.196
39 H -2.97453 -2.83955 -2.59309  0.203
40 H 2.17368 1.42475 2.22338  0.213
41 C -4.87811 1.34122 -0.09422  -0.286
42 H 3.64885 0.05442 2.59906  0.206
43 H -3.55916 -3.75422 -1.20361  0.208
44 C -3.28645 -2.76167 -1.55403  -0.601
45 C 0.97630 -0.13815 1.27333  -0.226
46 C -1.77902 -0.79570 -1.21995  -0.386
47 C -1.09893 1.48151 -0.63582  0.340
48 C -4.97490 -0.52657 1.09586  0.092
49 H -1.22016 -0.88368 -2.15098  0.214
50 H 0.21003 -0.12337 2.05175  0.196
51 C 4.39786 0.15377 1.83005  -0.311
52 C -0.97692 0.05091 -0.20962  -0.084
53 C 1.33853 -0.35170 -1.08117  -0.240
54 C 6.37421 0.33613 -0.06790  0.007
55 H 1.67789 -0.95055 1.49810  0.200
56 C 2.22363 0.91160 -1.06060  -0.233

Atoms 1-3, force components in eV/Å:
0.0 0.0 0.1
-0.1 0.1 0.0
0.0 -0.1 -0.1

Output
- SMILES: CC(C)C[C@H](c1nnnn1Cc1ccco1)N1CCN(c2cccc(Cl)c2)CC1
- Energy above the lowest of the compared OMol25 structures with the same formula, charge and spin: 53.7 kJ/mol
- HOMO: -7.5 eV
- Molar mass: 414.9 Da
- Charge: 0
- Gap between HOMO and LUMO: 7.98 eV